1.
# C22H68N6O12

A 12-piece molecular cluster, C22H68N6O12 overall at a distorted geometry (ωB97M-V with the def2-TZVPD basis set, the Open Molecules 2025 dataset).

Summary:
Molar mass, g mol⁻¹: 608.82
Relative energy (zero: lowest compared OMol25 entry of this formula, charge and spin), kJ/mol: 325.49
SMILES string: NC(N)=O.NC(N)=O.NC(N)=O.CC(C)O.CC(C)O.CC(C)O.CC(C)O.CC(C)O.CO.CO.CO.CO
Total charge: 0
Orbital gap, Ha: 0.319
E_tot, Eh: -2110.064220

```
108
C22H68N6O12 (ωB97M-V with the def2-TZVPD basis set)
O -0.1239 -5.0108 1.2103
O -0.7129 -3.2988 4.2683
O -2.9489 -1.2518 2.2253
O 0.2711 -0.6948 -3.9187
O 4.5251 1.1742 -1.3897
O 1.6371 -1.6228 -1.8567
O -0.4269 3.3262 1.5233
O -3.7589 1.4672 -0.5087
O 1.8941 -0.7408 0.7243
O -3.7189 5.8452 -0.9467
O 0.0101 3.0772 -1.4847
O -0.7069 -0.8448 0.6713
N 1.9321 4.4722 -1.4157
N 0.1231 5.1342 -0.4057
N -2.5289 3.9512 -1.8147
N 3.1181 2.2962 -2.6947
N -2.4849 4.4472 0.3363
N 2.1901 1.2912 -1.0167
C -3.0819 -3.4318 2.0363
C 2.5871 -0.8438 1.7383
C 1.8301 2.8402 1.9853
C -0.9889 0.0972 -0.3947
C 3.5251 -1.4428 -2.9377
C 3.1131 -3.2328 -1.1787
C 3.9591 -0.6198 1.1133
C -0.6889 -1.9118 4.4273
C -1.8909 0.0322 -3.6087
C -3.5339 -2.0728 0.2023
C -3.7759 1.3072 0.8883
C -3.5939 -2.1688 1.6373
C -0.0659 1.9392 3.2243
C -0.8889 -1.1478 -3.8897
C 2.5131 -2.1778 2.4253
C -1.1299 -2.3778 -3.1627
C 0.4121 2.4192 1.8663
C 3.2661 1.4932 -1.7757
C 0.7301 4.2442 -1.1237
C 2.5551 -2.3218 -2.2887
C 0.0501 -4.1428 0.1183
C -2.9949 4.6772 -0.8097
H 4.0811 -1.9998 -3.7317
H 1.7961 -1.3428 -0.9897
H -0.7789 -3.4468 0.1853
H -1.0539 -2.1508 -2.0357
H 2.0901 -3.0108 -3.0227
H -2.8019 1.1722 1.3793
H 4.7041 -1.2528 1.6883
H 1.2511 1.6492 -1.1727
H -4.3549 -2.6738 -0.2037
H 3.9551 -3.8188 -1.6877
H -1.6389 -1.4718 4.5153
H -0.9029 4.9852 -0.2277
H -0.1459 2.8462 3.8993
H 2.0071 3.5962 2.7483
H -1.8319 -0.1588 -1.0097
H 2.2741 -0.1628 2.4813
H -0.4039 -1.5748 3.4213
H 2.7001 -2.9568 1.7183
H 3.9591 2.5482 -3.2067
H 1.5041 -2.4018 2.7583
H 2.1831 0.7572 -0.1057
H 0.0851 3.8972 0.9273
H 0.4461 1.6392 1.1023
H -1.5459 -1.0058 1.1493
H -1.7539 3.2952 -1.8367
H 4.1661 0.4592 1.2903
H 0.2251 -4.5448 -0.8367
H -3.8339 -1.1598 -0.2757
H 0.6921 -5.1188 1.7053
H 4.1351 -0.8108 0.0553
H -1.1559 -3.5188 3.4513
H 3.0671 -2.4118 3.3353
H 0.3491 6.1252 -0.3227
H -0.1669 0.3412 -1.1147
H -4.4999 0.5452 1.1243
H 0.9811 -1.0358 -3.2927
H 0.8921 -3.5388 0.3033
H 0.6791 1.2922 3.6583
H -2.9229 4.2162 -2.8097
H -1.2609 0.9962 0.0263
H -0.5119 -3.2528 -3.3017
H -3.5599 2.4452 -0.5777
H -2.8199 5.0652 1.0523
H -2.6379 -2.4028 -0.3077
H -3.5909 -4.2558 1.5853
H 2.4631 1.9842 2.2243
H -2.7519 -0.3168 -3.0877
H -2.1039 -2.7538 -3.3847
H 2.4851 5.2802 -1.1237
H -0.0739 -1.5608 5.2643
H -4.6169 -2.1028 1.9303
H 3.1051 -0.7358 -3.6357
H -2.1099 -3.5738 1.8733
H -0.8939 -1.3438 -4.9567
H -1.4699 0.8802 -3.0137
H -0.9609 1.3662 3.2473
H 2.4141 3.6222 -1.7997
H -1.8499 3.7012 0.6443
H -4.1409 2.2372 1.4033
H 4.1901 -0.9108 -2.2887
H 0.9541 -0.9028 0.9253
H 2.2691 2.2552 -3.1527
H 2.1301 3.3012 1.0793
H 2.4411 -4.0158 -0.8587
H -3.2399 -3.6248 3.1333
H 3.4201 -2.7278 -0.2197
H -3.6239 -0.9048 2.8723
H -2.2869 0.2842 -4.5627
```

2.
# CH5NO3P

A 2-piece molecular cluster, CH5NO3P overall at a distorted geometry (ωB97M-V with the def2-TZVPD basis set, the Open Molecules 2025 dataset).

Summary:
Molar mass, g mol⁻¹: 110.03
Relative energy (zero: lowest compared OMol25 entry of this formula, charge and spin), kJ/mol: 475.20
Total charge: -1
Orbital gap (spin up / spin down), Ha: 0.246 / 0.260
E_tot, Eh: -662.857718

```
11
CH5NO3P (ωB97M-V with the def2-TZVPD basis set)
P 0.4699 0.5501 0.5203
O 0.2509 1.1829 1.8482
O 2.0548 -0.0689 0.3155
O -0.7105 2.4615 -0.6403
N 0.3734 1.6143 -0.8053
C -0.8469 -1.9637 -0.1722
H 2.1151 -0.3273 -0.5796
H -0.6129 2.6171 0.3631
H -1.7796 -1.5383 0.1964
H -0.7174 -3.0026 0.0271
H -0.5969 -1.5250 -1.0730
```

3.
# C6H13O2

A 2-piece molecular cluster, C6H13O2 overall at a distorted geometry (ωB97M-V with the def2-TZVPD basis set, the Open Molecules 2025 dataset).

Summary:
Molar mass, g mol⁻¹: 117.17
Relative energy (zero: lowest compared OMol25 entry of this formula, charge and spin), kJ/mol: 109.29
Total charge: -1
Orbital gap, Ha: 0.293
E_tot, Eh: -386.917891

```
21
C6H13O2 (ωB97M-V with the def2-TZVPD basis set)
O -0.2690 2.0672 0.6447
O 0.1158 0.3253 2.0327
C 1.7331 0.9992 0.3331
C -0.9702 -0.8672 -2.3201
C 0.3771 1.0977 1.0852
C 2.8746 -0.0615 0.3895
C -1.7708 -1.8651 -1.4360
C -2.1544 -1.2238 -0.1004
H 3.7675 0.4255 0.0607
H -2.7009 -2.0005 -2.0183
H 2.9145 -0.3430 1.4799
H -1.2169 -0.6380 0.2179
H -1.1976 -2.7840 -1.3208
H -2.9242 -0.5083 -0.1891
H -1.6241 -0.3030 -3.0178
H -0.3123 -1.4833 -2.9464
H 2.5807 -0.9473 -0.1486
H 2.1320 2.0070 0.4935
H 1.5695 0.9985 -0.7717
H -2.2825 -2.0093 0.6447
H -0.4411 -0.1018 -1.7587
```

4.
# C16H35BClO2S

An isolated ion of composition C16H35BClO2S and charge -1 at a distorted geometry (ωB97M-V with the def2-TZVPD basis set, the Open Molecules 2025 dataset).

Summary:
Molar mass, g mol⁻¹: 337.79
Total charge: -1
Orbital gap, Ha: 0.254
E_tot, Eh: -1664.140553

```
56
C16H35BClO2S (ωB97M-V with the def2-TZVPD basis set)
Cl -3.0206 0.3420 -1.9086
S -0.2821 -0.1748 -4.2709
O -2.9720 -0.5831 5.3029
O 1.6771 1.8480 -6.0911
C 2.4729 2.9666 -5.5576
C 1.6400 -1.3701 0.4307
C 1.2073 -1.7383 -1.1418
C 1.3562 1.0887 -2.3307
C -0.6668 -2.1688 3.6344
C -2.2684 -2.5638 3.8927
C -1.4045 1.3001 -2.1220
C -1.1989 2.3813 -0.9093
C -2.0132 -0.1088 6.3208
C 2.7721 2.8534 -3.9257
C -0.4591 -2.2787 1.9893
C 1.1028 -2.4638 1.5272
C -2.8382 -2.0655 5.3472
C 1.3769 2.5648 -3.1161
C -0.4804 1.7939 0.4410
C -0.2235 -1.0667 -1.5759
B -0.1120 0.3325 -2.4304
H -2.0892 -2.4225 6.1724
H -0.9884 -1.3135 1.5443
H -0.6510 3.3767 -1.2372
H 3.5289 2.9689 -6.0960
H 1.3684 -0.2738 0.7361
H 2.0865 -1.5699 -1.9045
H 1.7834 -2.3767 2.4956
H 0.4322 2.6866 -3.8355
H 1.0260 -2.9182 -1.1249
H 2.1063 0.4108 -2.9654
H -1.0195 -3.2842 1.6733
H 1.2453 -3.5890 1.1561
H -1.9517 1.0764 6.2464
H 2.8309 -1.4381 0.4468
H -0.8891 -1.0163 -0.6149
H -0.7712 0.6970 0.7268
H -2.2939 2.7239 -0.5799
H 1.8913 3.9664 -5.7414
H 0.7056 1.9291 0.4539
H -0.9232 -0.5445 6.1649
H -2.4363 -3.7168 3.7539
H 3.5347 2.0010 -3.6792
H -2.3787 -0.4563 7.4024
H 0.4456 -1.3552 -4.5079
H 2.0437 0.9586 -5.7803
H -1.5795 1.9423 -3.1132
H -2.9432 -2.0317 3.0652
H 0.0762 -2.8340 4.2480
H 3.2003 3.8986 -3.5395
H -0.8631 2.4754 1.3431
H -3.9061 -2.5591 5.5195
H -0.7544 -1.8570 -2.2960
H 1.8071 1.1370 -1.2522
H -0.5866 -1.0129 3.9206
H 1.2471 3.4323 -2.3077
```

5.
# C27H22BrN6O5Ru

C27H22BrN6O5Ru as an isolated structure at a distorted geometry (ωB97M-V with the def2-TZVPD basis set, the Open Molecules 2025 dataset).

Summary:
Molar mass, g mol⁻¹: 691.48
2S+1: 5
Relative energy (zero: lowest compared OMol25 entry of this formula, charge and spin), kJ/mol: 458.10
Total charge: +3
Orbital gap (spin up / spin down), Ha: 0.257 / 0.172
E_tot, Eh: -4414.686125

```
62
C27H22BrN6O5Ru (ωB97M-V with the def2-TZVPD basis set)
Ru 10.9031 18.4140 7.4116
Br 5.4509 14.0219 5.9340
O 13.1366 14.6431 10.7527
O 11.8102 15.8055 8.5306
O 10.9861 17.7121 9.2184
O 8.9598 17.9883 6.8524
O 10.9701 16.5038 6.0839
N 12.8365 18.8965 7.6702
N 10.6490 12.4524 4.9218
N 14.5848 20.0774 7.0086
N 10.9736 19.9017 5.9686
N 12.1941 21.6281 5.3166
N 11.6185 13.1263 6.8942
C 14.0135 18.3345 8.1735
C 7.9001 18.9486 7.1690
C 8.5877 16.6184 6.4079
C 10.2553 16.4180 12.9902
C 7.1321 14.7608 5.9370
C 12.1984 20.4993 6.0451
C 7.3479 16.1613 6.2133
C 11.6737 11.6306 5.2288
C 15.0965 19.0636 7.8374
C 10.8959 21.7550 4.7819
C 11.8758 14.6686 12.7862
C 8.2293 13.9572 5.8713
C 9.5748 14.4032 5.9971
C 9.7080 15.7644 6.1286
C 10.3359 16.7663 11.6796
C 12.0591 15.1230 11.4578
C 12.1585 10.5049 4.5383
C 10.7021 13.4149 5.9229
C 13.9108 10.3641 6.2100
C 13.1501 9.8476 5.0893
C 11.3916 16.4853 9.5008
C 10.8788 15.2602 13.5230
C 12.3563 12.1059 6.4666
C 13.2763 19.8885 6.9271
C 13.3797 11.3821 7.0149
C 11.3242 16.1442 10.8987
C 10.1935 20.6302 5.1043
H 14.6965 9.7372 6.5715
H 10.7281 22.5903 4.1316
H 11.4407 15.9552 6.7387
H 13.4830 8.8924 4.7415
H 10.6737 14.8768 14.4787
H 16.1464 19.0963 8.0552
H 6.5401 16.7763 6.3749
H 8.4842 19.8484 7.1794
H 7.2874 18.9560 6.3031
H 9.5542 16.9067 13.6789
H 8.0169 12.8940 5.6760
H 13.9576 17.4779 8.8540
H 11.8321 13.9474 7.4587
H 12.3452 13.7410 12.8831
H 11.6687 10.3192 3.6333
H 12.9665 22.2771 5.1757
H 13.8544 11.7774 7.9121
H 15.0850 20.8064 6.4605
H 12.8180 14.6480 9.8802
H 7.4698 18.6853 8.1619
H 9.2982 20.2442 4.6715
H 9.8404 17.5933 11.2660
```

6.
# C3H13NO2

A 3-piece molecular cluster, C3H13NO2 overall at a distorted geometry (ωB97M-V with the def2-TZVPD basis set, the Open Molecules 2025 dataset).

Summary:
Molar mass, g mol⁻¹: 95.14
2S+1: 2
Relative energy (zero: lowest compared OMol25 entry of this formula, charge and spin), kJ/mol: 146.91
Total charge: +1
Orbital gap (spin up / spin down), Ha: 0.402 / 0.190
E_tot, Eh: -326.958134

```
19
C3H13NO2 (ωB97M-V with the def2-TZVPD basis set)
O -1.7616 2.8992 1.5265
O -2.7449 0.0790 -2.0581
N 0.5118 -0.4592 -1.3822
C 0.8316 -1.1160 -0.1148
C 2.1639 -0.6380 0.4985
C -0.2881 -0.8842 0.8799
H -2.3875 -0.0810 -2.9517
H 2.0225 0.3776 0.8828
H -0.4104 0.1840 1.0632
H -1.1974 3.4560 1.0220
H 0.0067 -1.3173 1.8355
H -2.0242 -0.0526 -1.4658
H -1.1710 2.4239 2.1334
H 1.2843 -0.1823 -2.0080
H 2.9973 -0.5329 -0.1988
H 2.5090 -1.2155 1.3505
H 0.0789 0.4563 -1.1660
H -1.2976 -1.2559 0.6921
H 0.8767 -2.1411 -0.5389
```

7.
# C17H28F9INO9PSi

A 4-piece molecular cluster, C17H28F9INO9PSi overall at a distorted geometry (ωB97M-V with the def2-TZVPD basis set, the Open Molecules 2025 dataset).

Summary:
Molar mass, g mol⁻¹: 747.36
SMILES string: CC(=O)OC[Si@@](I)(CCO)[PH2]=N.CCOC(=O)C(F)(F)F.CCOC(=O)C(F)(F)F.CCOC(=O)C(F)(F)F
Total charge: 0
Orbital gap, Ha: 0.301
E_tot, Eh: -3223.799141

```
67
C17H28F9INO9PSi (ωB97M-V with the def2-TZVPD basis set)
I -5.3460 3.0812 3.3637
P -1.9131 1.6120 2.1105
Si -4.0802 1.7654 1.6538
F 7.2271 -9.9189 -2.7611
F 0.4011 -3.0776 -0.2973
F 6.8464 -8.4222 -4.2704
F 1.5999 -3.0266 1.4925
F 3.1137 3.5034 -0.9540
F 7.6743 -7.8478 -2.3580
F 3.5598 5.5754 -0.5531
F 2.3250 -4.0584 -0.2627
F 2.7368 5.0005 -2.4643
O 4.5882 -9.3447 -2.1399
O 0.4761 4.0725 -0.3386
O 0.9621 6.2688 -0.5022
O 1.9616 -0.9959 -1.2572
O -5.0685 3.9354 0.2246
O -5.7557 -1.8321 0.1931
O 3.4522 -1.4276 0.3809
O -6.6038 4.2711 -1.4301
O 5.0807 -7.1487 -2.3058
N -1.4821 2.3872 3.4537
C -0.3631 6.5908 -0.0491
C -4.2755 2.7307 -0.0248
C 3.7581 -6.8215 -1.8512
C 3.6825 -6.8819 -0.3386
C 2.3402 -1.6751 -0.3392
C 3.6183 0.9844 0.6034
C -6.3960 3.8073 -0.2752
C -7.6358 3.1818 0.4999
C -4.9679 0.0496 1.5778
C -0.4412 6.5278 1.4638
C -4.8026 -0.7120 0.1753
C 1.6644 -2.9541 0.1477
C 5.3624 -8.4636 -2.4066
C 6.7764 -8.6655 -2.9449
C 1.2479 4.9568 -0.6035
C 4.2097 -0.2700 -0.0078
C 2.6626 4.7576 -1.1396
H -2.3152 2.8452 3.8635
H 3.8604 -7.8969 0.0244
H -7.4299 2.1922 1.0215
H 4.2374 1.8535 0.3758
H 5.2245 -0.4183 0.3673
H -1.1048 5.9390 -0.5184
H -8.5032 3.0719 -0.2505
H -8.0143 3.9330 1.2878
H 4.2769 -0.1949 -1.0963
H 3.5532 -5.8032 -2.1885
H -6.1647 -1.8554 1.0875
H -1.4243 6.8499 1.8131
H 0.3218 7.1677 1.9144
H 3.5379 0.8816 1.6887
H 2.7018 -6.5559 0.0120
H -3.7572 -1.1655 0.1402
H -0.5709 7.6086 -0.3857
H -1.1542 2.1058 0.9865
H 4.4486 -6.2442 0.1099
H -4.7593 2.0946 -0.8422
H -3.2226 3.0903 -0.3328
H -6.0883 0.2848 1.7416
H -4.6170 -0.6444 2.4152
H 2.6102 1.1688 0.2252
H -0.2605 5.5127 1.8259
H -1.5506 0.2209 2.3095
H 3.0133 -7.4711 -2.3182
H -5.0450 -0.0857 -0.7428
```

8.
# C27H27N2O8S

A 2-piece molecular cluster, C27H27N2O8S overall at a distorted geometry (ωB97M-V with the def2-TZVPD basis set, the Open Molecules 2025 dataset).

Summary:
Molar mass, g mol⁻¹: 539.59
Total charge: -1
Orbital gap, Ha: 0.227
E_tot, Eh: -2154.665539

```
65
C27H27N2O8S (ωB97M-V with the def2-TZVPD basis set)
S 1.5963 1.1432 2.1297
O -3.0565 0.5064 -1.5537
O -2.4229 2.3360 -0.4191
O 0.7549 -1.0021 -1.1639
O 4.2449 4.3906 -3.2486
O 2.6572 5.9052 -3.3812
O -1.3845 -1.3651 -1.6859
O 1.3986 1.6865 3.4468
O 1.8745 2.0217 1.0212
N 0.2920 0.1459 1.7299
N 3.0520 4.7481 -3.1133
C 6.4656 -2.4660 2.4636
C -0.3709 -0.5375 -1.3624
C 2.1096 3.7955 -2.6394
C 4.6216 -1.3521 1.1414
C -4.4257 -0.5763 2.0858
C 0.7590 4.1551 -2.4527
C 5.2151 -1.6397 2.3761
C 2.9212 -0.0458 2.2372
C -0.7191 0.8899 -1.2584
C -0.8835 0.6264 1.5135
C -4.2040 -1.9527 2.2267
C -4.4207 0.9943 -1.4107
C 2.5252 2.4813 -2.3468
C 0.2190 1.8639 -1.6944
C 3.4663 -0.5775 1.0674
C 1.6080 1.5509 -1.9058
C -2.1978 -3.4907 -2.2914
C -0.9470 -2.6997 -2.0475
C -1.8247 -1.6002 1.9618
C -2.9003 -2.4648 2.1695
C -5.2848 -0.1743 -1.7782
C 3.4844 -0.3499 3.4841
C -3.3535 0.2812 1.8428
C 4.6199 -1.1521 3.5447
C -0.1553 3.2268 -1.9876
C -2.1145 1.3232 -1.0543
C -2.0450 -0.2305 1.7593
H -6.3374 0.1147 -1.7437
H -4.5534 1.8469 -2.0934
H 7.2577 -1.9298 3.0004
H -2.7157 -3.5326 2.2970
H 6.2835 -3.4010 3.0074
H 0.4554 5.1750 -2.6762
H 1.9393 0.5382 -1.7057
H -1.9374 -4.5105 -2.5833
H -0.3357 -2.6331 -2.9598
H 6.8319 -2.7146 1.4643
H 5.0641 -1.3965 4.5114
H 3.0338 0.0448 4.3900
H 2.9827 -0.3965 0.1120
H -0.3510 -3.1198 -1.2282
H -5.0527 -0.5263 -2.7885
H -5.0536 -2.6204 2.3850
H -2.8164 -3.5440 -1.3896
H -1.0965 1.6915 1.3521
H -1.1862 3.5359 -1.8237
H -5.4338 -0.1614 2.1607
H -2.7917 -3.0518 -3.0996
H -5.1347 -1.0017 -1.0751
H -3.4932 1.3589 1.7414
H 3.5733 2.2181 -2.4724
H -0.7943 -1.9600 1.9589
H 5.0800 -1.7353 0.2280
H -4.5925 1.3164 -0.3762
```